<w>
Entry from the OMol25 dataset: an isolated ion of composition C3H6N3O and charge +1 (the ωB97M-V functional and the def2-TZVPD basis).

Element x y z (Å)
N  -0.181  -2.117  0.398
C  -0.759  -1.003  0.963
N  -0.271  0.250  0.908
C  0.898  0.803  0.160
C  0.378  1.320  -1.070
N  -0.119  1.926  -1.925
O  -0.547  2.510  -2.847
H  0.775  -2.051  -0.070
H  -0.499  -3.096  0.298
H  -1.723  -1.228  1.426
H  -0.942  0.898  1.257
H  1.702  0.010  -0.111
H  1.288  1.779  0.614

Calculated values
SMILES ... N/C=[NH+]\CC#[N+][O-]
Total charge ... +1
Kohn-Sham gap ... 9.080 eV

Mulliken population analysis, charges in e, atoms 1 to 2: number 1, N, carries -0.317; number 2, C, carries 0.188

=====

<x>
Entry from the OMol25 dataset: an isolated ion of composition C3H6N3O and charge +1 (the ωB97M-V functional and the def2-TZVPD basis).

Element x y z (Å)
H  -0.872  2.161  -0.720
N  -0.113  1.779  -1.206
C  0.326  0.630  -0.925
C  1.572  0.234  -1.706
O  2.195  -0.771  -1.487
C  -0.102  -0.305  0.194
N  -0.109  -1.578  -0.129
N  -0.433  0.254  1.314
H  1.938  0.917  -2.437
H  0.129  -1.724  -1.074
H  0.004  -2.401  0.463
H  -0.357  1.255  1.603
H  -0.896  -0.159  2.244

Calculated values
SMILES ... [H]/N=C(/C=O)C(N)=[NH2+]
Total charge ... +1
Kohn-Sham gap ... 9.265 eV

Mulliken population analysis, charges in e, atoms 1 to 2: number 1, H, carries 0.252; number 2, N, carries -0.497

=====

Preferred: <x>; penalty for the next structure: 224.6 kJ/mol.

=====

<w>
Entry from the OMol25 dataset: a 3-piece molecular cluster, C2H11N3O2 overall (the ωB97M-V functional and the def2-TZVPD basis).

Element x y z (Å)
H  -0.953  0.656  1.327
N  -0.225  0.399  0.651
C  -0.687  0.802  -0.494
N  -1.923  1.501  -0.649
N  -0.147  0.612  -1.724
C  1.275  0.471  -1.877
H  -2.248  2.044  0.129
H  -2.178  1.703  -1.595
H  -0.809  0.474  -2.458
H  1.557  -0.578  -2.161
H  1.668  1.165  -2.657
H  1.738  0.897  -1.003
O  3.734  -0.537  3.374
H  4.039  -1.413  3.023
H  2.959  -0.302  2.846
O  -2.919  -2.731  0.879
H  -2.750  -1.884  1.336
H  -2.129  -3.280  1.051

Calculated values
SMILES ... [H]/N=C(\N)NC.O.O
Total charge ... 0
Kohn-Sham gap ... 9.702 eV

Mulliken population analysis, charges in e, atoms 1 to 2: number 1, H, carries 0.190; number 2, N, carries -0.634

=====

<x>
Entry from the OMol25 dataset: a 3-piece molecular cluster, C2H11N3O2 overall (the ωB97M-V functional and the def2-TZVPD basis).

Element x y z (Å)
H  1.210  0.911  0.626
N  0.241  0.627  0.678
C  -0.098  -0.319  -0.131
N  0.659  -1.358  -0.587
N  -1.464  -0.434  -0.406
C  -2.612  -0.254  0.468
H  1.640  -1.193  -0.376
H  0.296  -2.260  -0.363
H  -1.591  -1.030  -1.202
H  -3.501  0.110  -0.046
H  -2.303  0.462  1.224
H  -2.862  -1.225  0.896
O  4.138  -1.727  -1.374
H  3.990  -1.353  -2.239
H  4.675  -1.037  -0.961
O  -1.095  3.623  1.283
H  -1.170  2.678  1.227
H  -0.152  3.779  1.283

Calculated values
SMILES ... [H]/N=C(\N)NC.O.O
Total charge ... 0
Kohn-Sham gap ... 9.042 eV

Mulliken population analysis, charges in e, atoms 1 to 2: number 1, H, carries 0.176; number 2, N, carries -0.595

=====

Preferred: <x>; penalty for the next structure: 11.4 kJ/mol.

=====

<w>
Entry from the OMol25 dataset: a 5-piece molecular cluster, C20H40O5 overall (the ωB97M-V functional and the def2-TZVPD basis).

Element x y z (Å)
C  -0.028  0.301  0.155
C  0.533  0.407  1.478
C  -0.708  0.393  2.289
O  -1.681  -0.351  1.575
C  -1.194  -0.665  0.243
H  0.745  -0.208  -0.421
H  -0.212  1.195  -0.440
H  1.252  1.221  1.562
H  1.071  -0.535  1.588
H  -1.055  1.391  2.556
H  -0.495  -0.148  3.211
H  -1.959  -0.536  -0.522
H  -0.775  -1.672  0.246
C  -1.441  0.621  -3.277
C  -0.815  -0.121  -4.473
C  -0.477  0.880  -5.477
O  -1.666  1.688  -5.397
C  -2.035  1.857  -4.022
H  -0.790  1.036  -2.508
H  -2.153  -0.050  -2.798
H  -1.465  -0.815  -5.005
H  0.027  -0.695  -4.085
H  -0.412  0.519  -6.504
H  0.357  1.542  -5.242
H  -3.074  2.108  -3.806
H  -1.546  2.748  -3.630
C  3.504  -1.289  -1.158
C  3.437  0.147  -1.737
C  4.491  0.027  -2.783
O  5.501  -0.800  -2.276
C  5.023  -1.588  -1.164
H  3.060  -2.059  -1.789
H  3.098  -1.483  -0.165
H  3.657  0.873  -0.954
H  2.427  0.337  -2.099
H  4.979  0.976  -3.007
H  4.016  -0.253  -3.724
H  5.362  -1.081  -0.261
H  5.268  -2.638  -1.324
C  2.354  3.892  4.275
C  2.073  2.596  4.980
C  0.566  2.484  4.883
O  0.255  3.014  3.611
C  1.323  3.813  3.145
H  3.398  3.924  3.961
H  2.336  4.774  4.915
H  2.445  2.697  5.999
H  2.543  1.750  4.477
H  0.087  3.127  5.621
H  0.125  1.524  5.151
H  0.905  4.796  2.931
H  1.863  3.430  2.280
C  -4.862  -3.454  1.509
C  -4.971  -3.316  -0.021
C  -3.578  -3.734  -0.523
O  -2.721  -3.912  0.620
C  -3.409  -3.404  1.777
H  -5.239  -4.440  1.781
H  -5.352  -2.714  2.142
H  -5.134  -2.276  -0.306
H  -5.766  -3.966  -0.385
H  -3.151  -2.970  -1.173
H  -3.670  -4.638  -1.125
H  -3.102  -2.367  1.914
H  -3.144  -3.908  2.707

Calculated values
SMILES ... C1CCOC1.C1CCOC1.C1CCOC1.C1CCOC1.C1CCOC1
Total charge ... 0
Kohn-Sham gap ... 9.798 eV

Mulliken population analysis, charges in e, atoms 1 to 2: number 1, C, carries -0.004; number 2, C, carries -0.087

=====

<x>
Entry from the OMol25 dataset: a 5-piece molecular cluster, C20H40O5 overall (the ωB97M-V functional and the def2-TZVPD basis).

Element x y z (Å)
C  -10.652  -20.570  -28.017
C  -9.573  -21.526  -28.514
C  -10.130  -21.926  -29.893
O  -11.046  -20.896  -30.276
C  -11.017  -19.870  -29.316
H  -10.383  -19.883  -27.212
H  -11.527  -21.110  -27.637
H  -9.385  -22.327  -27.805
H  -8.663  -20.950  -28.695
H  -10.673  -22.873  -29.859
H  -9.325  -22.028  -30.617
H  -11.989  -19.373  -29.295
H  -10.273  -19.087  -29.533
C  -6.866  -26.064  -29.232
C  -7.099  -26.209  -30.743
C  -7.811  -24.891  -31.107
O  -7.925  -24.115  -29.915
C  -7.869  -25.009  -28.811
H  -5.841  -25.725  -29.067
H  -6.913  -27.020  -28.707
H  -7.733  -27.064  -30.973
H  -6.186  -26.274  -31.333
H  -8.817  -25.043  -31.521
H  -7.293  -24.292  -31.859
H  -8.878  -25.378  -28.596
H  -7.484  -24.464  -27.948
C  -2.053  -26.023  -24.789
C  -3.576  -25.961  -24.736
C  -3.996  -26.808  -25.952
O  -2.875  -26.829  -26.839
C  -1.827  -26.045  -26.302
H  -1.697  -26.939  -24.317
H  -1.580  -25.167  -24.310
H  -3.967  -24.942  -24.799
H  -3.982  -26.347  -23.799
H  -4.891  -26.404  -26.422
H  -4.157  -27.839  -25.627
H  -1.884  -25.013  -26.672
H  -0.877  -26.488  -26.594
C  -8.075  -28.186  -33.531
C  -8.628  -28.680  -34.873
C  -8.065  -30.096  -35.002
O  -6.890  -30.142  -34.208
C  -6.998  -29.207  -33.140
H  -8.892  -28.218  -32.808
H  -7.703  -27.164  -33.558
H  -8.326  -28.081  -35.733
H  -9.719  -28.651  -34.885
H  -7.768  -30.322  -36.027
H  -8.767  -30.874  -34.679
H  -6.036  -28.744  -32.935
H  -7.326  -29.794  -32.275
C  -10.971  -25.011  -34.923
C  -11.986  -25.663  -33.984
C  -12.017  -24.695  -32.792
O  -10.763  -24.038  -32.771
C  -10.055  -24.219  -33.975
H  -11.473  -24.325  -35.613
H  -10.482  -25.748  -35.559
H  -11.563  -26.607  -33.626
H  -12.963  -25.842  -34.423
H  -12.113  -25.242  -31.852
H  -12.832  -23.968  -32.862
H  -9.133  -24.783  -33.790
H  -9.780  -23.266  -34.427

Calculated values
SMILES ... C1CCOC1.C1CCOC1.C1CCOC1.C1CCOC1.C1CCOC1
Total charge ... 0
Kohn-Sham gap ... 9.779 eV

Mulliken population analysis, charges in e, atoms 1 to 2: number 1, C, carries -0.581; number 2, C, carries -0.369

=====

Preferred: <x>; penalty for the next structure: 158.3 kJ/mol.

=====

<w>
Entry from the OMol25 dataset: H41O20 as an isolated structure (the ωB97M-V functional and the def2-TZVPD basis).

Element x y z (Å)
O  0.521  1.726  1.996
H  0.782  1.366  1.123
O  -4.742  0.846  -0.503
H  -4.089  1.180  -1.138
H  -5.526  0.959  -1.052
O  2.589  0.049  2.914
H  1.876  0.069  3.554
H  3.035  -0.801  2.969
O  -4.175  -3.228  -0.863
H  -4.619  -2.807  -1.593
H  -4.566  -3.523  -0.050
O  -1.605  -2.435  0.103
H  -1.988  1.057  2.398
H  -1.350  -2.936  0.884
O  -2.100  0.827  1.474
H  -3.232  3.283  3.606
H  -2.470  -0.052  1.338
O  -2.397  3.196  3.165
H  -2.753  3.005  2.281
H  1.866  -1.909  -1.599
O  0.937  -0.063  -0.139
H  0.050  -0.222  -0.466
H  1.444  0.054  -0.956
O  2.258  0.912  -2.131
H  1.503  1.386  -1.757
H  -2.225  -3.062  -0.312
O  1.653  -0.715  -4.128
H  1.904  -0.010  -4.715
H  2.120  -1.551  -4.321
O  1.969  3.520  2.548
H  2.875  3.222  2.744
H  1.295  2.619  2.527
O  2.928  -3.510  2.439
H  3.035  -4.150  1.736
H  3.686  -3.391  3.009
O  -2.152  -5.361  1.321
H  -2.718  -4.820  1.890
H  -1.317  -5.095  1.729
O  -4.318  2.314  -3.112
H  -5.148  2.010  -2.740
H  -4.372  2.113  -4.051
O  2.586  3.029  -0.172
H  2.081  3.599  1.580
H  3.171  2.265  -0.170
O  3.885  -0.856  -3.326
H  3.828  -0.125  -2.717
H  3.955  -1.699  -2.874
O  -0.905  2.784  -0.603
H  -1.725  2.283  -0.592
H  -1.121  3.718  -0.530
O  1.726  -2.861  -1.596
H  2.939  3.737  -0.713
H  0.780  -2.894  -1.395
O  -0.061  3.553  4.638
H  0.367  3.050  5.330
H  -0.656  3.058  4.060
O  1.822  -3.424  -4.065
H  1.388  -3.414  -4.920
H  1.301  -3.036  -3.361
H  -0.444  1.748  1.958
H  1.864  0.207  -2.701

Calculated values
Total charge ... +1
Kohn-Sham gap ... 9.903 eV

Mulliken population analysis, charges in e, atoms 1 to 2: number 1, O, carries -0.218; number 2, H, carries 0.363

=====

<x>
Entry from the OMol25 dataset: a 20-piece molecular cluster, H41O20 overall (the ωB97M-V functional and the def2-TZVPD basis).

Element x y z (Å)
O  -3.670  0.064  1.072
H  2.573  -2.508  -4.511
O  1.522  1.568  -1.469
H  2.223  0.872  -1.307
H  0.780  0.967  -1.513
O  1.005  1.889  2.140
H  1.910  1.609  2.026
H  0.292  1.353  1.919
O  -0.836  5.264  1.615
H  -0.833  4.608  2.323
H  -1.768  -1.300  -0.609
O  4.754  1.150  3.584
H  2.255  -1.647  -1.637
H  -0.097  4.899  1.120
O  2.478  -0.762  -1.869
H  -2.384  -2.747  -3.719
H  2.487  -0.735  -2.894
O  -2.977  -2.787  -2.963
H  -2.643  -1.393  -1.679
H  2.806  4.284  2.232
O  -0.521  -2.833  -2.889
H  -0.504  -3.767  -2.974
H  0.315  -2.570  -3.260
O  -1.874  -1.446  1.954
H  -1.113  -1.565  1.377
H  4.603  1.817  2.913
O  -0.256  -2.277  -0.075
H  -0.029  -2.515  -0.964
H  0.569  -2.084  0.376
O  0.729  -4.934  -1.225
H  1.249  -5.659  -0.979
H  -3.493  -3.641  -2.955
O  -1.761  4.159  -1.859
H  -1.435  3.792  -2.759
H  -1.053  4.784  -1.631
O  0.688  4.205  -0.767
H  0.869  3.253  -0.851
H  1.219  4.463  -1.546
O  1.679  -2.211  -4.352
H  -3.024  0.626  1.565
H  1.390  -1.909  -5.197
O  -2.301  -0.682  -1.036
H  0.042  -4.866  -0.504
H  -3.934  0.827  0.419
O  -2.834  1.861  -0.344
H  -2.793  1.503  -1.241
H  -2.566  2.753  -0.495
O  -0.978  -4.448  0.793
H  -1.095  -4.732  1.684
H  -1.443  -3.667  0.707
O  3.037  3.593  1.591
H  -3.172  -0.244  0.155
H  2.248  3.498  1.021
O  3.106  -1.604  3.878
H  2.603  -1.222  4.593
H  3.839  -2.104  4.384
O  -1.965  1.729  3.271
H  -1.162  1.602  3.743
H  -2.329  2.614  3.305
H  5.043  0.286  3.570
H  -1.468  -1.030  2.740

Calculated values
Total charge ... +1
Kohn-Sham gap ... 10.132 eV

Mulliken population analysis, charges in e, atoms 1 to 2: number 1, O, carries -0.391; number 2, H, carries 0.301

=====

Preferred: <w>; penalty for the next structure: 19.9 kJ/mol.

=====

<w>
Entry from the OMol25 dataset: a 2-piece molecular cluster, CH4NO2P overall (the ωB97M-V functional and the def2-TZVPD basis).

Element x y z (Å)
C  -0.213  -0.371  -0.596
N  -2.107  0.643  0.809
O  -1.581  0.936  1.837
O  -3.272  0.686  0.517
P  1.116  -0.035  0.468
H  -0.809  -1.284  -0.468
H  0.040  -0.066  -1.628
H  0.611  -0.007  1.826
H  1.581  1.249  0.373

Calculated values
Total charge ... 0
Kohn-Sham gap (alpha / beta) ... 8.861 / 6.579 eV

Mulliken population analysis, charges in e, atoms 1 to 2: number 1, C, carries -0.493; number 2, N, carries 0.630

=====

<x>
Entry from the OMol25 dataset: one molecule with the formula CH4NO2P (the ωB97M-V functional and the def2-TZVPD basis).

Element x y z (Å)
N  1.510  -0.683  -0.447
C  0.609  0.048  0.267
O  0.494  0.497  1.372
O  -0.539  0.222  -0.835
P  -1.972  0.861  -0.458
H  2.142  -0.992  0.296
H  1.012  -1.193  -1.137
H  -2.144  -0.109  0.467
H  -1.650  1.714  0.610

Calculated values
SMILES ... NC(=O)OP
Total charge ... 0
Kohn-Sham gap ... 10.173 eV

Mulliken population analysis, charges in e, atoms 1 to 2: number 1, N, carries -0.405; number 2, C, carries 0.595

=====

Preferred: <x>; penalty for the next structure: 521.9 kJ/mol.

=====

<w>
Entry from the OMol25 dataset: one molecule with the formula C4H4ClFO (the ωB97M-V functional and the def2-TZVPD basis).

Element x y z (Å)
F  -1.773  -2.770  -1.801
C  -1.020  -1.831  -1.232
C  -1.275  -0.557  -1.232
O  -0.388  0.362  -0.441
C  -0.206  0.086  0.833
C  0.674  0.786  1.510
Cl  1.925  1.964  1.104
H  -0.278  -2.157  -0.530
H  -1.999  0.024  -1.853
H  -0.945  -0.614  1.429
H  0.524  0.490  2.656

Calculated values
SMILES ... F/C=C/O/C=C\Cl
Total charge ... 0
Kohn-Sham gap ... 9.810 eV

Mulliken population analysis, charges in e, atoms 1 to 2: number 1, F, carries -0.224; number 2, C, carries 0.001

=====

<x>
Entry from the OMol25 dataset: one molecule with the formula C4H4ClFO (the ωB97M-V functional and the def2-TZVPD basis).

Element x y z (Å)
C  1.239  0.927  -0.016
C  0.750  -0.598  -0.130
O  1.774  -1.346  0.322
C  -0.683  -1.077  -0.207
C  -1.530  -0.147  0.006
F  -1.316  1.155  0.099
Cl  -3.328  -0.483  0.129
H  0.658  1.625  -0.706
H  1.088  1.282  1.026
H  2.248  0.729  -0.049
H  -0.901  -2.067  -0.473

Calculated values
SMILES ... CC(=O)/C=C(\F)Cl
Total charge ... 0
Kohn-Sham gap ... 9.761 eV

Mulliken population analysis, charges in e, atoms 1 to 2: number 1, C, carries -1.024; number 2, C, carries 0.694

=====

Preferred: <x>; penalty for the next structure: 51.8 kJ/mol.

=====

<w>
Entry from the OMol25 dataset: one molecule with the formula C5H3N3 (the ωB97M-V functional and the def2-TZVPD basis).

Element x y z (Å)
C  0.321  1.559  0.793
C  0.045  0.243  0.157
C  -1.132  -0.517  0.827
N  -1.766  -1.304  1.396
C  1.158  -0.534  0.245
N  2.030  -1.296  -0.067
C  -0.218  0.303  -1.328
N  -0.559  0.873  -2.271
H  -0.542  2.395  0.383
H  1.226  1.870  0.182
H  0.332  1.493  1.858

Calculated values
SMILES ... CC(C#N)(C#N)C#N
Total charge ... 0
Kohn-Sham gap ... 12.406 eV

Mulliken population analysis, charges in e, atoms 1 to 2: number 1, C, carries -1.226; number 2, C, carries 1.711

=====

<x>
Entry from the OMol25 dataset: one molecule with the formula C5H3N3 (the ωB97M-V functional and the def2-TZVPD basis).

Element x y z (Å)
H  1.148  -2.313  0.417
N  1.377  -1.280  0.202
C  0.300  -0.716  -0.217
N  -0.937  -1.590  -0.667
C  -1.666  -0.625  -0.896
N  -1.359  0.659  -0.541
C  -0.098  0.603  0.037
C  0.894  1.305  0.645
C  1.529  2.086  1.351
H  -2.663  -0.656  -1.295
H  2.195  2.537  2.409

Calculated values
SMILES ... [H]/N=C1\N=CN=C1C#C
Total charge ... 0
Kohn-Sham gap ... 8.037 eV

Mulliken population analysis, charges in e, atoms 1 to 2: number 1, H, carries 0.324; number 2, N, carries -0.544

=====

Preferred: <w>; penalty for the next structure: 250.5 kJ/mol.